Here is a 2-piece molecular cluster, C6H14N5S overall from the Open Molecules 2025 dataset. Energies are from ωB97M-V/def2-TZVPD.

```
26
Properties=species:S:1:pos:R:3:forces:R:3:nbo_charge:R:1
C -4.33744 0.21532 0.76069 -2.7 1.5 -0.7 0.1846
C -0.21111 -2.18271 -0.35863 0.1 -0.2 -0.3 0.5847
C -0.01688 0.20681 -0.46761 1.4 -1.4 1.5 0.5536
C -0.09207 2.67369 -0.25727 0.3 -0.4 0.3 -0.6060
C 3.64728 0.29610 0.90347 -0.2 -4.1 1.9 -0.7781
C -0.76217 1.40625 -0.78443 0.0 3.1 -1.5 -0.4995
N -3.31993 -0.05943 0.33576 0.5 -0.6 0.2 -0.4260
N 0.87252 -2.33554 -1.02801 -2.9 3.3 0.1 -0.7434
N -0.77348 -0.90852 -0.29390 0.4 2.2 -1.1 -0.6073
N -1.01506 -3.04890 0.27229 -2.1 -3.3 2.4 -0.8268
N 1.30301 0.32632 -0.16688 -2.9 3.0 -1.7 -0.7073
S 2.40486 -0.89294 0.16258 2.6 0.8 0.3 0.5328
H -5.36798 0.67035 0.77908 1.5 -0.9 0.6 0.2777
H 0.84093 2.82552 -0.77795 0.4 0.5 -0.2 0.1969
H 0.08902 2.69247 0.80927 0.1 -0.3 0.3 0.2217
H -0.71189 3.50959 -0.44742 -0.6 0.9 -0.4 0.2459
H 2.99268 0.80714 1.55729 0.0 1.3 0.9 0.2161
H 4.44497 0.83211 0.42123 -0.2 0.1 -0.8 0.2459
H 4.10145 -0.54650 1.57769 -0.2 1.9 -0.9 0.2442
H -0.79650 1.62211 -1.89951 0.0 -0.9 1.0 0.2646
H -1.78994 1.44797 -0.45537 -0.1 -0.7 0.1 0.2654
H 1.22208 -3.20510 -1.17667 1.2 -3.2 0.0 0.3744
H -1.80827 -0.74210 -0.50025 1.8 -0.7 0.8 0.4754
H -0.80813 -4.05182 0.14221 0.0 1.0 0.1 0.4080
H -1.73228 -2.95350 1.11084 2.3 0.7 -2.7 0.4416
H 1.62432 1.39534 -0.21851 -0.6 -3.4 0.1 0.4610
```
Positions in Å, forces in eV/Å.

HOMO level	-11.71	eV
LUMO energy	-2.77	eV
largest force on an atom	4.574	eV Å⁻¹
spin multiplicity	1
relative energy (zero: lowest compared OMol25 entry of this formula, charge and spin)	288.4	kJ/mol
total charge	+1
Kohn-Sham gap	8.9	eV
E_tot	-908.66840	Ha

Here is a 2-piece molecular cluster, C6H14NO overall from the Open Molecules 2025 dataset. Energies are from ωB97M-V/def2-TZVPD.

```
22
Properties=species:S:1:pos:R:3:forces:R:3:nbo_charge:R:1
C -1.79829 -0.72195 1.37826 -0.1 0.0 -0.3 -0.6127
C 0.37292 -0.61129 -1.82791 0.0 0.0 0.2 -0.6406
C 1.04488 -1.08486 0.59413 0.3 0.4 0.5 -0.7214
C 1.01024 2.47998 -0.34006 0.2 0.1 -0.1 -0.4752
C -1.42697 -1.00660 -0.07580 0.1 0.1 0.2 -0.4280
C 0.01817 -0.72356 -0.37462 0.0 -0.1 -0.3 0.0321
N 0.20612 1.74876 0.62249 -0.1 -0.7 0.5 -0.2024
O 0.92402 1.33123 1.63986 -0.2 1.1 -0.2 -0.6147
H -1.31196 -1.42900 2.04625 0.0 0.0 0.1 0.1862
H -1.45527 0.27806 1.61946 0.0 0.2 0.2 0.2552
H -2.87724 -0.79250 1.52843 -0.1 0.0 0.1 0.1743
H 0.51059 0.42843 -2.15634 0.0 0.0 -0.1 0.1936
H 1.30472 -1.13832 -2.06278 0.0 0.0 0.0 0.1847
H -0.42130 -1.03505 -2.45474 0.0 0.0 -0.1 0.1803
H 1.22077 -0.16284 1.28252 -0.1 -0.6 -0.4 0.3024
H 0.77534 -1.88012 1.29128 -0.1 -0.3 0.0 0.1776
H 2.01084 -1.30404 0.13638 0.1 -0.2 -0.1 0.1810
H 2.08968 2.37409 -0.16049 -0.1 -0.1 0.1 0.1657
H 0.78515 2.14889 -1.36404 0.0 0.1 0.1 0.1621
H 0.75514 3.55099 -0.28637 0.1 0.0 0.0 0.1600
H -1.68260 -2.06439 -0.31091 0.0 0.1 -0.1 0.1520
H -2.05495 -0.38590 -0.72500 0.0 0.0 0.0 0.1878
```
Positions in Å, forces in eV/Å.

HOMO level (spin up / spin down)	-1.68 / -1.94	eV
LUMO energy (spin up / spin down)	4.05 / 4.14	eV
largest force on an atom	1.116	eV Å⁻¹
spin multiplicity	1
relative energy (zero: lowest compared OMol25 entry of this formula, charge and spin)	347.0	kJ/mol
total charge	-1
Kohn-Sham gap (spin up / spin down)	5.7 / 6.1	eV
E_tot	-366.86947	Ha

Here is an isolated ion of composition C6H14NO and charge +1 from the Open Molecules 2025 dataset. Energies are from ωB97M-V/def2-TZVPD.

```
22
Properties=species:S:1:pos:R:3:forces:R:3:nbo_charge:R:1
O -1.14534 -1.37206 -2.66808 -0.3 0.4 -0.2 -0.4801
C -1.04639 -0.32762 -2.09619 1.9 0.5 0.8 0.4376
C 0.34311 0.02797 -1.41210 -1.4 -0.3 -0.6 -0.1467
C 0.41858 -0.76491 -0.10519 0.6 0.2 0.0 -0.4285
C -0.77862 -0.50146 0.84866 1.1 0.9 -0.5 -0.3961
C -0.31490 0.03958 2.20291 0.2 -1.2 1.0 -0.4152
C -0.23789 1.54108 2.36659 -0.5 0.5 0.6 -0.6269
N 1.42245 -0.35229 -2.42352 -1.2 -1.6 0.9 -0.6905
H -1.76539 0.47867 -1.91729 -0.8 -0.5 -0.3 0.1628
H 0.40241 1.09672 -1.22817 0.2 0.1 0.0 0.2300
H 1.31611 -0.41810 0.41591 0.2 -0.4 -0.1 0.2299
H 0.48927 -1.83102 -0.33754 0.2 0.0 0.0 0.2297
H -1.35323 -1.40911 0.95458 -0.3 0.0 0.0 0.2393
H -1.35281 0.30683 0.38136 -0.5 -0.4 0.2 0.1921
H 0.56939 -0.49238 2.59260 0.2 0.3 -0.6 0.2125
H -1.00878 -0.32824 2.96011 -0.5 0.3 -0.2 0.2286
H 0.63060 2.13294 2.07853 0.3 -0.6 -0.6 0.2125
H -1.11693 1.97350 1.87808 0.1 0.2 0.2 0.2033
H -0.31330 1.75050 3.43879 -0.2 0.1 -0.2 0.2366
H 0.98861 -1.04630 -3.06085 -0.2 0.5 -0.2 0.4581
H 1.76066 0.46565 -2.92023 0.6 -0.2 -0.1 0.4573
H 2.09239 -0.96994 -1.94896 0.7 0.9 -0.1 0.4538
```
Positions in Å, forces in eV/Å.

HOMO level	-14.48	eV
LUMO energy	-3.83	eV
largest force on an atom	2.204	eV Å⁻¹
spin multiplicity	1
relative energy (zero: lowest compared OMol25 entry of this formula, charge and spin)	118.7	kJ/mol
total charge	+1
Kohn-Sham gap	10.7	eV
E_tot	-366.72204	Ha

Here is a 2-piece molecular cluster, C6H14NO2 overall from the Open Molecules 2025 dataset. Energies are from ωB97M-V/def2-TZVPD.

```
23
Properties=species:S:1:pos:R:3:forces:R:3:nbo_charge:R:1
C 2.15513 -0.70220 -1.30723 -0.2 -0.7 2.2 0.0223
O 3.06973 -1.52904 -1.70177 1.5 -1.3 -0.8 -0.9375
C 0.98217 -1.48359 -0.50946 0.7 1.5 -0.5 -0.4413
C -0.29686 -0.62766 -0.37854 0.1 -2.4 1.4 -0.5062
C -0.05919 0.61395 0.40516 -0.3 1.5 0.1 0.2243
C 0.37623 0.68148 1.66543 -0.3 0.2 -1.3 -0.4763
C -1.71005 1.93575 -0.80047 0.4 0.7 0.8 -0.4118
N -0.33748 1.88683 -0.26002 -1.4 -0.7 1.2 -0.6677
H 1.64868 -0.20313 -2.10888 -1.0 1.2 -1.2 0.0535
H 2.60823 0.09455 -0.60807 -0.9 0.0 -0.2 0.0528
H 1.41308 -1.76604 0.43296 0.1 -0.1 0.7 0.1748
H 0.83569 -2.39532 -1.06761 -0.3 -0.2 -0.3 0.1983
H -0.63769 -0.48255 -1.36807 -0.3 0.8 -1.1 0.2075
H -1.10604 -1.27425 0.07163 0.6 0.8 -0.2 0.2034
H 0.56540 1.58491 2.18831 -0.1 0.9 0.0 0.2021
H 0.71384 -0.17716 2.14217 0.4 -1.6 0.8 0.1923
H -2.42295 1.81439 0.04767 0.4 0.1 -0.7 0.1892
H -1.84583 2.92556 -1.23969 -0.2 0.0 0.1 0.1890
H -1.92289 1.21688 -1.57883 -0.1 -0.5 -0.2 0.1704
H 0.32866 2.01598 -0.97585 0.9 0.1 -1.0 0.3663
H -1.47004 -0.57235 2.28217 -0.3 -1.5 0.3 0.4894
H -1.14368 -2.06094 2.11271 1.0 -0.8 -0.7 0.4678
O -1.74415 -1.49605 2.55626 -0.8 2.2 0.5 -0.9624
```
Positions in Å, forces in eV/Å.

HOMO level	-2.34	eV
LUMO energy	3.44	eV
largest force on an atom	2.818	eV Å⁻¹
spin multiplicity	1
relative energy (zero: lowest compared OMol25 entry of this formula, charge and spin)	289.5	kJ/mol
total charge	-1
Kohn-Sham gap	5.8	eV
E_tot	-442.18330	Ha

Here is a 2-piece molecular cluster, C6H14NO2 overall from the Open Molecules 2025 dataset. Energies are from ωB97M-V/def2-TZVPD.

```
23
Properties=species:S:1:pos:R:3:forces:R:3:nbo_charge:R:1
C 0.33742 -0.65179 -0.28337 -3.4 -0.9 -1.6 0.6495
C 1.14837 -0.45319 1.37227 1.3 2.8 0.7 -0.6496
C 2.68175 0.03330 -0.84184 0.3 1.4 -2.0 -0.6564
C -2.44678 -0.32281 0.95264 -1.7 -0.4 1.0 -0.5011
C -2.07305 0.92654 -1.09181 1.6 3.5 -2.5 -0.4785
C 1.36025 0.19894 -0.09953 3.2 1.9 -1.6 0.1291
N -1.63723 0.53820 0.14077 2.3 -1.6 1.7 -0.2606
O 0.37588 -1.84025 -0.72378 -2.2 -0.5 0.4 -0.6188
O 1.08442 1.53710 -0.07625 -1.1 0.0 1.1 -0.6486
H 0.21928 -0.06897 1.64262 -1.7 0.3 1.3 0.2594
H 1.26702 -1.43635 1.62737 0.5 -2.5 0.2 0.2584
H 1.86481 0.17873 1.90049 0.2 -0.1 0.0 0.3068
H 3.48059 -0.23789 -0.19626 0.6 -0.8 0.5 0.2453
H 2.99972 1.10963 -1.18709 -0.9 -2.1 0.5 0.2899
H 2.61587 -0.62261 -1.78717 0.1 0.9 1.6 0.2310
H -3.57102 -0.09355 0.96395 1.4 0.0 -0.7 0.2515
H -2.20212 -0.18837 2.00802 0.4 -0.1 -0.1 0.2208
H -2.36220 -1.39511 0.72258 0.0 0.3 -0.2 0.2373
H -2.46836 0.26960 -1.81491 -0.8 -1.4 -0.4 0.2208
H -1.19134 1.50018 -1.65526 -1.9 -1.0 1.2 0.2181
H -2.83725 1.70561 -0.85127 0.2 -0.3 -0.3 0.2706
H 1.19227 -2.24267 -0.98466 1.5 -0.2 -0.4 0.5227
H 0.16168 1.55572 0.26249 0.1 0.7 -0.2 0.5024
```
Positions in Å, forces in eV/Å.

HOMO level (spin up / spin down)	-13.83 / -13.83	eV
LUMO energy (spin up / spin down)	-4.99 / -5.59	eV
largest force on an atom	4.598	eV Å⁻¹
spin multiplicity	1
relative energy (zero: lowest compared OMol25 entry of this formula, charge and spin)	599.3	kJ/mol
total charge	+1
Kohn-Sham gap (spin up / spin down)	8.8 / 8.2	eV
E_tot	-441.75764	Ha